#i
The ion C10H17N2 with charge +1. Source: OMol25; level of theory: ωB97M-V/def2-TZVPD.

Structure (XYZ):
```
29
Properties=species:S:1:pos:R:3
N -0.6917 -1.3331 1.5875
N 0.2535 -0.2428 -0.8299
C 2.7290 -0.7276 -0.8933
C -0.9720 2.1361 2.4899
C -0.4459 -1.4526 -1.3025
C 1.5135 0.0921 -1.5964
C 0.2115 2.4546 1.7218
C -1.6026 -1.2264 -2.2239
C -1.6258 1.0284 2.1672
C -0.0486 0.4506 0.2177
C -1.1433 0.0628 1.1560
C 0.6863 1.8763 0.5828
H 1.5858 1.2660 -1.5573
H -1.9746 -2.1654 -2.4776
H -2.5991 0.8394 2.6553
H -1.4561 -1.8871 2.0487
H 3.5530 -0.4706 -1.5672
H -2.0746 -0.3489 0.5639
H 2.2954 -1.6695 -0.7835
H -0.7090 -2.0475 -0.5011
H -1.3061 2.8317 3.2175
H 3.0510 -0.3106 -0.0004
H 0.3486 -1.9808 -1.9116
H -1.3883 -0.4942 -3.0259
H 0.9831 3.2182 1.9808
H 0.0753 -1.0263 2.2811
H -2.4558 -0.6997 -1.7396
H 1.6605 2.1613 0.2633
H 1.5471 -0.3346 -2.5235
```

The frontier orbital gap comes out at 8.50 eV. The structure (SMILES) is CC[N+](CC)=C1C=CC=C[C@@H]1N. As for the net charge: +1. As for the spin multiplicity: 1. The HOMO energy is -0.47848 Ha.

#ii
A cluster of 2 separate species, C10H17N2 in total. Source: OMol25; level of theory: ωB97M-V/def2-TZVPD.

Structure (XYZ):
```
29
Properties=species:S:1:pos:R:3
N 1.6253 0.2673 -0.6249
N -0.3215 -3.6103 -0.5072
C -3.0396 2.3741 0.4789
C -0.1318 -2.8976 -1.6128
C -2.7195 1.3708 1.4084
C -2.1195 2.4988 -0.5609
C -0.7703 0.5419 0.0762
C -1.5797 0.5578 1.2408
C -1.1328 1.6005 -0.7854
C 0.3742 -0.2877 -0.0031
C 0.6898 -1.1015 1.2229
C 2.4128 1.4223 0.0055
H -3.9230 3.0190 0.5568
H 1.7427 2.1403 0.3945
H 3.0061 0.8559 0.7396
H 1.2605 0.5961 -1.5245
H 2.2423 -0.3540 -1.0430
H -3.1686 1.0807 2.4597
H -2.2763 3.3165 -1.1490
H -0.3213 -1.4857 1.6641
H -1.0471 -2.7047 -2.2602
H 1.2057 -0.5060 2.0390
H 2.9550 1.9048 -0.8469
H 0.8808 -2.7866 -1.9896
H -0.5097 1.8590 -1.6662
H 0.2751 -3.8250 0.3304
H 1.4265 -1.8714 0.9652
H -1.2744 -0.0400 2.1157
H -1.2675 -3.6368 -0.2236
```

The frontier orbital gap (alpha / beta) comes out at 7.48 / 5.26 eV. As for the net charge: +1. As for the spin multiplicity: 1. The HOMO energy (alpha / beta) is -0.38861 / -0.35691 Ha.

Least stable: #ii

#i
An isolated molecule of C6H6S2. Source: OMol25; level of theory: ωB97M-V/def2-TZVPD.

Structure (XYZ):
```
14
Properties=species:S:1:pos:R:3
S 1.4054 -1.2292 -0.5093
S -3.0749 -0.2056 0.4985
C -0.9835 0.3332 -1.4638
C 0.4715 0.8568 0.5890
C 0.6191 -1.7099 0.9180
C 0.3003 0.6795 -0.8873
C -2.0140 0.0627 -0.6414
C 1.1572 -0.3558 1.1646
H -0.3216 -2.1703 0.8915
H 1.0050 1.7501 0.8127
H -1.0191 0.1711 -2.5265
H 0.8836 1.1320 -1.5554
H 2.0810 -0.3109 1.7692
H -0.5098 0.9962 0.9402
```

The frontier orbital gap (alpha / beta) comes out at 6.68 / 6.68 eV. As for the spin multiplicity: 1. The HOMO energy (alpha / beta) is -0.25761 / -0.25764 Ha.

#ii
An isolated molecule of C6H6S2. Source: OMol25; level of theory: ωB97M-V/def2-TZVPD.

Structure (XYZ):
```
14
Properties=species:S:1:pos:R:3
S 0.3643 -2.0756 0.9162
S -1.9826 -1.2944 2.8015
C 0.3961 -0.4952 0.4681
C -1.0176 -2.1279 1.8543
C 0.0115 0.3556 -0.7088
C 0.6817 1.4304 -0.2184
C 1.0013 0.7485 1.0864
C -0.6845 -0.1483 -1.9455
H 0.9414 2.2789 -0.8006
H 0.0989 -0.3023 -2.7763
H -1.4088 -0.9345 -1.6587
H 2.1467 0.7386 1.3861
H -1.2140 0.6363 -2.4788
H 0.6656 1.1899 2.0744
```

The frontier orbital gap (alpha / beta) comes out at 6.96 / 7.53 eV. As for the spin multiplicity: 1. The HOMO energy (alpha / beta) is -0.27608 / -0.29154 Ha.

Least stable: #i